# 1
Entry from the OMol25 dataset: C32H57N9O4P2RbS2 as an isolated structure (ωB97M-V/def2-TZVPD).

```
107
Properties=species:S:1:pos:R:3:forces:R:3:mulliken_charge:R:1
Rb -0.19170 0.42377 -0.21098 -0.1 0.1 0.8 0.4909
C 6.73406 -2.01238 -5.32675 -0.1 0.0 0.0 -1.4091
C 5.38034 -1.80122 -4.69618 0.0 0.0 0.0 1.1258
C 4.22615 -1.74819 -5.47473 0.0 0.0 0.0 -0.8910
C 2.98255 -1.52660 -4.90380 0.0 0.1 0.0 -0.6463
C 2.87426 -1.35078 -3.53174 0.0 0.1 -0.1 -0.7555
C 4.00881 -1.42183 -2.74459 0.2 -0.1 0.0 0.2930
C 5.25340 -1.64387 -3.31968 -0.1 0.0 0.0 -0.8310
S 1.27800 -1.02385 -2.79611 -0.1 -0.1 0.1 1.2297
O 0.35813 -1.91453 -3.49158 0.0 0.0 0.0 -0.7553
O 1.50495 -1.38440 -1.37967 0.2 -0.2 -0.2 0.0987
N 1.01222 0.47793 -2.92002 0.0 0.0 0.2 -0.1916
C -0.18890 0.98243 -3.57601 -0.2 0.2 -0.2 -0.5032
C -1.09859 1.71211 -2.54347 0.2 -0.2 -0.2 -0.1359
O -0.63499 2.74249 -2.01923 0.0 0.1 0.0 -0.5820
O -2.17974 1.13373 -2.20997 0.1 0.1 -0.2 -0.3819
H 6.64031 -2.41890 -6.33418 0.0 0.0 0.0 0.3467
H 7.34173 -2.70037 -4.73663 0.0 0.0 0.0 0.3615
H 7.28205 -1.06986 -5.39867 0.0 0.0 0.0 0.2741
H 4.30450 -1.88914 -6.54774 0.0 0.0 0.0 0.3002
H 2.08434 -1.49773 -5.50901 0.0 0.0 0.0 0.4547
H 3.89517 -1.34033 -1.67471 0.0 0.0 0.0 -0.1846
H 6.13375 -1.70922 -2.68790 0.0 0.0 0.0 0.4082
H -0.75953 0.17836 -4.04541 0.0 0.0 -0.1 0.3337
H 0.10017 1.71566 -4.33617 0.0 0.0 0.0 0.4015
N 2.64496 -2.64468 1.13571 -0.1 -0.1 0.1 -0.2493
C 1.90964 -3.91052 1.17017 0.0 0.1 0.0 -1.1011
C 0.45965 -3.79202 0.70796 0.1 0.1 0.0 0.1310
N -0.25809 -2.85326 1.57124 0.0 0.0 0.0 -0.2855
H 2.07446 -1.97683 1.65396 0.0 0.0 0.0 -0.1253
H 2.60440 -2.29393 0.18077 0.0 0.0 0.0 0.2327
H 1.92562 -4.29160 2.19839 0.0 0.0 0.0 0.3359
H 2.42627 -4.65290 0.55692 0.0 0.0 0.0 0.4498
H 0.00465 -4.79268 0.66978 0.0 0.0 0.0 0.4413
H 0.44868 -3.38499 -0.30549 0.0 0.0 0.0 -0.1540
H -0.42369 -3.25961 2.48429 0.0 0.0 0.0 0.1951
H -1.14943 -2.61346 1.14680 0.1 0.0 0.0 0.1865
C -4.70365 2.32658 -0.05781 0.0 0.0 -0.1 -1.4170
P -3.05541 3.10904 0.15077 0.2 -0.2 0.1 0.9928
C -3.12425 4.33886 -1.19947 0.0 0.0 0.0 -1.5538
C -3.41297 4.12664 1.65963 -0.2 0.2 -0.1 0.0781
C -4.34492 5.16637 1.65937 0.1 -0.1 0.0 -0.5478
C -4.59441 5.91467 2.79899 0.0 0.0 0.0 -0.8044
C -3.90490 5.62590 3.96932 0.0 -0.1 0.0 -0.6907
C -2.97474 4.59576 3.98568 -0.1 0.0 0.0 -0.6076
C -2.71567 3.83743 2.84193 -0.1 0.0 0.1 0.2923
P -1.45739 2.48536 2.82172 0.0 0.0 0.1 1.1654
C -1.13975 2.23219 4.62214 0.0 0.1 0.0 -1.3405
C 0.00294 3.53082 2.40401 0.1 -0.1 -0.1 -1.0430
H -5.52046 3.05392 -0.07019 0.0 0.0 0.0 0.6033
H -4.87884 1.60098 0.73587 0.0 0.0 0.0 0.2796
H -4.68983 1.78204 -1.00241 0.0 0.0 0.0 0.2233
H -4.04828 4.92027 -1.24251 0.0 0.0 0.0 0.4749
H -3.00621 3.75322 -2.11274 0.0 0.1 0.0 0.3277
H -2.26395 5.00403 -1.13133 0.0 0.0 0.0 0.3583
H -4.88688 5.38952 0.74726 0.0 0.0 0.0 0.2601
H -5.32257 6.71720 2.77647 0.0 0.0 0.0 0.3821
H -4.08607 6.20144 4.86923 0.0 0.0 0.0 0.3837
H -2.44560 4.39257 4.90802 0.0 0.0 0.0 0.2313
H -0.72941 3.10538 5.13548 0.0 0.0 0.0 0.3517
H -0.41812 1.41932 4.70955 0.0 0.0 0.0 0.2702
H -2.06467 1.92794 5.11549 0.0 0.0 0.0 0.4233
H -0.00405 4.47572 2.95107 0.0 0.0 0.0 0.4476
H -0.00433 3.74250 1.33225 0.0 0.0 0.0 0.2734
H 0.90657 2.97384 2.66097 0.0 0.0 -0.1 0.2342
C 3.05649 1.45109 0.46437 -0.1 0.2 0.1 -0.3291
N 3.82021 0.54561 1.30019 0.2 -0.1 0.0 0.4103
C 5.04441 0.05331 0.67254 -0.1 0.1 0.1 -1.3085
C 3.38620 0.10839 2.49241 0.1 -0.3 0.4 -0.1439
S 1.82151 0.26031 3.07935 0.0 0.2 -0.3 -0.1021
N 4.36805 -0.52876 3.26529 0.0 0.2 -0.1 0.3490
C 3.92418 -1.46908 4.27831 0.0 0.0 -0.1 -0.9037
C 5.42072 0.35076 3.76287 0.0 -0.1 0.0 -1.1042
H 3.71532 2.24756 0.11228 0.0 0.0 0.0 0.3304
H 2.25742 1.89606 1.05372 0.0 0.0 -0.1 -0.2317
H 2.65154 0.93407 -0.40876 0.0 0.0 0.0 0.1102
H 4.84501 -0.12622 -0.38128 -0.1 0.0 0.0 0.4534
H 5.35455 -0.87275 1.14138 0.0 -0.1 0.1 0.3574
H 5.84883 0.79321 0.73051 0.0 0.0 0.1 0.3371
H 3.20321 -2.15299 3.84034 0.0 0.0 0.0 0.2067
H 3.47205 -0.97182 5.14280 0.0 0.0 0.0 0.3157
H 4.79691 -2.03851 4.60526 0.0 0.0 0.0 0.3424
H 5.78296 1.01339 2.98415 0.0 0.0 -0.1 0.3358
H 6.25615 -0.25512 4.11679 0.0 0.0 0.0 0.3518
H 5.05642 0.96382 4.59777 0.0 0.0 0.0 0.3093
C -3.32091 -3.49112 -0.05905 -0.1 0.0 0.0 -0.6765
N -4.65329 -3.54575 -0.67086 0.0 0.0 0.0 -0.0568
C -5.38419 -2.34385 -0.24478 0.1 0.0 0.0 -0.7527
N -4.70570 -1.10591 -0.61598 0.0 0.0 0.0 0.1357
C -3.36805 -1.10260 -0.01848 0.2 -0.3 -0.4 -0.3255
N -2.58349 -2.28339 -0.42517 0.0 0.0 0.0 0.6620
C -2.45279 -2.24173 -1.89852 -0.1 -0.1 0.0 -0.5945
N -3.76995 -2.26152 -2.54743 0.0 0.0 0.0 0.0845
C -4.47658 -3.46716 -2.12977 0.0 0.1 0.0 -0.7564
C -4.52044 -1.08894 -2.07926 0.0 -0.1 0.0 -0.4667
H -2.74723 -4.36510 -0.37558 0.0 0.0 0.0 0.2854
H -3.43554 -3.52541 1.02827 0.0 0.0 0.0 0.2679
H -5.50333 -2.37436 0.84146 0.0 0.0 0.0 0.4065
H -6.37529 -2.35489 -0.70492 0.0 0.0 0.0 0.3403
H -3.43065 -1.06381 1.07207 -0.1 0.0 0.0 0.1882
H -2.82595 -0.24748 -0.41580 -0.2 0.4 0.2 -0.3371
H -1.86903 -3.10125 -2.23007 0.0 0.0 0.0 0.2864
H -1.93071 -1.33232 -2.19625 0.0 0.0 0.0 0.1112
H -3.91462 -4.34300 -2.46082 0.0 0.0 0.0 0.3465
H -5.46244 -3.48554 -2.60060 0.0 0.0 0.0 0.3471
H -5.50438 -1.08336 -2.55519 0.0 0.0 0.0 0.4113
H -3.96833 -0.19022 -2.35787 0.0 0.0 0.0 0.0497
```
Forces are in eV/Å.

Values from the calculation:
- HOMO-LUMO gap (eV) = 6.76
- net charge = -1
- largest force on an atom (eV Å⁻¹) = 0.86
- energy (eV) = -96616.271
- HOMO (eV) = -4.66
- molecular weight (g mol⁻¹) = 843.42
- energy relative to the best compared isomer or geometry (same formula, charge and spin) (kcal per mole) = 10.0
- lowest unoccupied orbital energy (eV) = 2.102



# 2
Entry from the OMol25 dataset: C32H58BrF8N3O11PS as an isolated structure at a distorted geometry (ωB97M-V/def2-TZVPD).

```
115
Properties=species:S:1:pos:R:3:forces:R:3:mulliken_charge:R:1
C -1.15371 -0.28456 6.67045 0.0 0.0 -0.1 -0.7710
O -2.39138 -0.03045 6.02086 0.1 0.1 -0.2 -0.2007
C -2.93238 1.26164 6.27861 0.0 -0.1 0.0 -0.8513
C -4.00111 1.53906 5.23730 0.5 0.3 -0.2 -0.8705
C -3.37985 2.08083 3.93833 -0.4 -0.3 0.2 0.0574
C -4.15009 1.72269 2.65755 0.5 0.7 -0.2 -1.4245
C -3.19670 1.66884 1.43991 -0.2 -0.3 0.3 -0.8306
C -2.73303 0.28390 0.91712 0.2 0.5 -0.4 -0.4802
N -3.46544 -0.94262 1.29910 0.1 -0.2 0.2 -0.5664
Br -3.36540 -1.43020 3.15703 -0.2 0.1 0.0 0.1103
C -2.60509 -1.88478 0.66888 -0.2 -0.3 0.6 0.0384
N -3.09801 -2.86964 -0.05210 0.3 -0.1 0.0 -0.1223
N -1.32447 -1.60753 0.85411 0.2 0.7 -2.1 1.3735
C -0.22981 -2.45906 0.33341 0.2 -0.3 0.3 -1.5187
C 0.26728 -3.52412 1.31744 0.1 -0.2 -0.1 1.1328
C -0.85001 -4.27831 2.03944 0.3 -0.2 0.2 -1.5066
C 1.15147 -4.49297 0.51074 -0.2 0.3 -0.1 -1.5930
C -1.19789 -0.09581 0.86523 -0.6 0.0 1.2 0.8976
C -0.57858 0.44886 -0.42343 0.2 0.1 -0.1 -0.8282
C 0.20117 1.75596 -0.32447 0.1 0.0 -0.5 -0.9413
O 0.68247 1.94450 -1.64918 -0.2 0.0 0.0 -0.2029
C 1.68923 2.91071 -1.81374 -0.2 0.1 0.0 -1.1657
C 3.01340 2.24298 -2.15030 -0.1 0.1 0.1 1.0119
F 3.92036 3.22419 -2.39990 0.1 0.1 0.0 -0.3526
F 2.85495 1.51810 -3.27083 0.0 -0.2 -0.3 -0.1897
C 3.59990 1.32230 -1.05969 0.1 0.2 -0.4 0.3577
F 2.76471 0.28036 -0.90172 -0.1 -0.2 0.1 -0.1959
F 3.63251 2.02959 0.09076 -0.1 0.0 0.2 -0.3763
C 5.03029 0.77651 -1.31948 -0.1 0.0 0.5 0.5919
F 5.16496 -0.30309 -0.51766 0.0 -0.1 -0.1 -0.2379
F 5.15726 0.37509 -2.58819 -0.1 0.0 -0.2 -0.3209
C 6.15312 1.78577 -0.96590 0.0 0.0 -0.2 0.2122
F 7.27105 1.40517 -1.61020 0.1 0.1 -0.1 -0.2683
F 6.37652 1.71706 0.35461 0.0 0.1 0.3 -0.2594
P -0.21101 0.34294 2.38803 1.0 -0.3 0.0 0.1880
S 1.63489 -0.26450 2.40371 -0.2 0.0 -0.1 -0.2803
H -0.32599 -0.24976 5.95421 0.0 0.1 0.0 0.2283
H -0.95522 0.44696 7.45500 0.0 -0.1 0.1 0.3682
H -1.18399 -1.28428 7.10278 0.0 0.0 0.1 0.2637
H -3.34234 1.29901 7.29287 0.0 -0.1 0.0 0.4628
H -2.13285 2.01087 6.20946 0.0 0.1 0.0 0.4712
H -4.50723 0.59888 5.02529 -0.3 0.0 0.2 0.3364
H -4.70195 2.26968 5.64190 -0.2 -0.2 0.0 0.4250
H -2.34956 1.71926 3.87745 0.0 -0.1 0.0 -0.0881
H -3.32533 3.16945 4.01067 0.2 0.0 0.0 0.4306
H -4.75212 0.82808 2.75981 0.0 -0.2 0.0 0.5841
H -4.85373 2.53288 2.45621 -0.1 -0.1 0.0 0.4487
H -3.67382 2.18455 0.60793 0.0 -0.1 -0.1 0.4567
H -2.30565 2.24679 1.69108 0.0 0.1 -0.1 0.3428
H -2.95634 0.32395 -0.15535 -0.3 -0.1 0.0 0.8352
H -2.55352 -3.24087 -0.81566 0.2 -0.4 0.3 0.2540
H -3.97016 -3.32411 0.17000 -0.3 0.4 -0.1 0.2963
H -0.52402 -2.95208 -0.59783 -0.2 0.1 0.0 0.5775
H 0.61571 -1.81894 0.09561 -0.1 0.1 0.0 0.0575
H 0.89832 -3.02519 2.05382 -0.1 0.1 0.0 0.0564
H -1.68945 -4.50937 1.38290 0.0 0.0 0.0 0.2656
H -1.19281 -3.75264 2.93194 -0.2 0.1 -0.2 0.2506
H -0.46271 -5.23907 2.38370 0.0 0.0 0.0 0.5101
H 0.54353 -5.31181 0.12177 0.1 -0.1 0.0 0.3805
H 1.60689 -3.99111 -0.34682 0.1 0.0 0.1 0.4120
H 1.95175 -4.89266 1.12914 -0.1 -0.1 0.0 0.4180
H 0.11379 -0.26192 -0.87219 0.0 0.0 0.1 -0.1058
H -1.36182 0.61617 -1.16734 0.0 -0.1 0.0 0.3370
H -0.44171 2.60579 -0.06932 0.0 0.0 0.3 0.3598
H 1.04169 1.66578 0.36731 -0.1 0.1 0.1 0.3977
H 1.43767 3.52863 -2.67915 0.1 0.0 0.0 0.4724
H 1.79541 3.57608 -0.95388 0.1 -0.1 0.1 0.3787
H 5.91144 2.80802 -1.24954 0.0 0.0 0.0 0.3960
H -0.96661 -0.13927 3.45975 -0.3 0.2 -0.1 -0.0375
H -0.34590 1.73553 2.44606 -0.2 0.1 0.0 0.1831
C 8.04757 -1.55623 -0.75832 0.3 -0.3 0.1 -0.7893
C 7.71488 -1.68181 0.71372 -0.2 0.1 -0.2 -0.1107
O 8.43603 -2.76805 1.31751 -0.1 0.0 0.1 -0.3732
C 9.69427 -2.49170 1.65861 0.0 0.0 0.0 0.7422
O 10.24922 -1.43238 1.52684 0.0 0.0 0.0 -0.5510
O 10.23381 -3.59287 2.17792 0.0 0.0 0.0 -0.3503
C 11.60409 -3.45360 2.56808 0.1 -0.1 0.1 -0.6330
H 7.88880 -2.50659 -1.26997 -0.1 0.0 0.0 0.2862
H 7.42679 -0.80190 -1.21897 0.0 0.0 -0.1 0.0346
H 9.09196 -1.27545 -0.89114 0.0 0.1 0.0 0.3427
H 6.66369 -1.92813 0.85002 0.0 -0.1 0.1 0.2457
H 7.91471 -0.75560 1.25099 0.1 0.0 0.0 0.3035
H 11.73183 -2.60191 3.23185 0.0 0.0 0.0 0.3006
H 12.23734 -3.33436 1.69093 0.0 0.1 0.0 0.2931
H 11.85869 -4.37256 3.08654 0.0 0.0 0.0 0.2214
C -9.89499 2.48704 -0.02420 0.1 0.0 -0.2 -1.1568
C -8.58376 2.81596 0.65229 -0.2 0.1 0.2 -0.2241
O -7.45767 2.33720 -0.11068 0.1 0.0 0.1 -0.3107
C -7.09135 3.10837 -1.13051 0.0 -0.1 0.0 0.7478
O -7.58002 4.15657 -1.45017 0.0 0.1 0.0 -0.5436
O -6.06721 2.50715 -1.74730 0.1 0.0 0.0 -0.2815
C -5.59105 3.20572 -2.90515 0.1 0.0 -0.1 -0.7053
H -9.96149 1.41772 -0.22638 0.0 0.0 0.1 0.3039
H -10.72778 2.77390 0.61691 0.0 0.0 0.0 0.3669
H -9.98856 3.01992 -0.96936 0.0 0.0 0.0 0.3167
H -8.50304 2.30850 1.61174 0.1 -0.1 0.0 0.2951
H -8.47812 3.88668 0.82114 0.0 0.0 -0.1 0.3517
H -5.36386 4.24191 -2.66607 -0.1 0.0 0.0 0.3337
H -6.33050 3.16590 -3.70219 0.0 0.0 0.0 0.3270
H -4.68814 2.68795 -3.21588 0.0 0.0 0.0 0.1885
C 1.74119 -1.00099 -5.40796 -0.1 0.0 -0.2 -1.2713
C 0.46269 -0.35485 -4.91745 0.2 -0.1 0.3 0.2260
O -0.25373 0.28837 -5.98053 0.0 0.0 0.0 -0.3713
C -1.00378 -0.52304 -6.72831 0.0 0.1 0.0 0.7392
O -1.15272 -1.70548 -6.55563 0.0 -0.1 0.0 -0.5610
O -1.56728 0.20210 -7.68848 0.0 0.0 0.0 -0.3516
C -2.38304 -0.54376 -8.60048 -0.1 0.0 -0.1 -0.6476
H 2.35745 -0.27156 -5.93343 0.0 0.0 0.1 0.3189
H 2.30997 -1.39739 -4.56628 0.0 0.0 0.0 0.3173
H 1.52317 -1.81769 -6.09498 0.0 0.0 0.0 0.4130
H 0.68406 0.43440 -4.20055 0.0 0.1 -0.1 0.0630
H -0.18507 -1.08312 -4.42758 -0.1 0.0 -0.1 0.2819
H -3.12673 -1.12781 -8.06374 0.0 0.0 0.0 0.3011
H -1.76531 -1.20221 -9.20774 0.0 0.0 0.0 0.2976
H -2.86994 0.19298 -9.23108 0.0 0.0 0.0 0.2307
```
Forces are in eV/Å.

Values from the calculation:
- HOMO-LUMO gap (eV) = 7.91
- net charge = +1
- largest force on an atom (eV Å⁻¹) = 2.22
- energy (eV) = -173016.868
- HOMO (eV) = -11.78
- molecular weight (g mol⁻¹) = 955.75
- lowest unoccupied orbital energy (eV) = -3.870